Entry 1:
{"formula": "C4H7ClN2O", "method": "ωB97M-V/def2-TZVPD", "species": ["C", "C", "C", "C", "N", "N", "O", "Cl", "H", "H", "H", "H", "H", "H", "H"], "coordinates": [[1.6737, -0.6346, 0.0575], [0.4531, -1.3960, -0.0171], [-0.7226, -0.3576, -0.2649], [-0.2447, 0.8871, 0.5111], [2.8263, -0.9494, -0.1543], [1.1433, 1.1627, 0.5309], [1.4992, 1.8799, -0.6230], [4.1792, 0.0198, 0.1338], [0.3510, -2.1287, -0.7864], [0.2257, -1.8759, 0.8794], [-0.7977, -0.2405, -1.3080], [-1.7627, -0.6634, -0.0734], [-0.8475, 1.7031, -0.0004], [-0.6389, 0.5509, 1.4816], [2.4762, 1.8075, -0.7206]], "e_above_lowest_kcal_mol": 116.7, "orbital_gap_ev": 9.02, "homo_ev": -8.43}


Entry 2:
{"formula": "C51H51BaF5GeN4O3Se", "method": "ωB97M-V/def2-TZVPD", "species": ["Ba", "C", "C", "C", "C", "C", "C", "C", "C", "C", "C", "C", "C", "C", "C", "C", "N", "H", "H", "H", "H", "H", "H", "H", "H", "H", "H", "C", "O", "C", "C", "C", "C", "C", "C", "N", "C", "N", "C", "C", "C", "C", "C", "C", "O", "C", "N", "C", "C", "C", "C", "C", "C", "O", "C", "H", "H", "H", "H", "H", "H", "H", "H", "H", "H", "H", "H", "H", "H", "H", "H", "H", "H", "H", "H", "H", "H", "F", "C", "C", "F", "C", "F", "C", "Se", "C", "F", "C", "F", "C", "C", "C", "C", "Ge", "C", "C", "C", "C", "H", "H", "H", "H", "H", "H", "H", "H", "H", "H", "H", "H", "H", "H", "H", "H", "H", "H", "H"], "coordinates": [[1.2828, 0.4673, -0.6523], [3.0035, 0.1233, 3.7367], [2.2201, -0.8795, 4.2849], [0.8461, -0.8036, 4.1678], [0.2525, 0.2652, 3.5016], [1.0277, 1.3063, 2.9894], [2.4095, 1.2120, 3.1231], [-1.1927, 0.1834, 3.2468], [-2.1017, -0.1198, 4.2875], [-3.4179, -0.3171, 3.9846], [-3.8335, -0.2271, 2.6384], [-5.1741, -0.3881, 2.2350], [-5.5188, -0.2801, 0.9156], [-4.5308, -0.0582, -0.0587], [-3.2187, 0.0937, 0.2975], [-2.8429, 0.0603, 1.6587], [-1.5545, 0.2909, 1.9902], [4.0794, 0.0699, 3.8121], [2.6732, -1.7190, 4.7918], [0.2241, -1.5929, 4.5676], [3.0324, 2.0193, 2.7493], [-1.7462, -0.1831, 5.3042], [-4.1413, -0.5534, 4.7549], [-5.9241, -0.5835, 2.9889], [-6.5528, -0.3619, 0.6120], [-4.8144, 0.0072, -1.0991], [-2.4438, 0.2544, -0.4388], [2.1123, -7.2866, -2.8184], [1.4503, -6.0561, -2.6562], [0.1454, -5.9628, -3.0751], [-0.5681, -6.9743, -3.6905], [-1.8968, -6.7747, -4.0459], [-2.5148, -5.5725, -3.7683], [-1.8127, -4.5503, -3.1483], [-0.4765, -4.7240, -2.8103], [0.2969, -3.7867, -2.1391], [0.0835, -2.4436, -1.8833], [-0.5489, -1.7878, -2.8639], [-1.0164, -0.4706, -3.0625], [-0.6748, 0.6231, -2.2771], [-1.2186, 1.8518, -2.6665], [-2.0530, 1.9941, -3.7561], [-2.3626, 0.8927, -4.5378], [-1.8435, -0.3403, -4.1965], [-2.0697, -1.5052, -4.9073], [-2.7024, -1.3964, -6.1554], [0.5891, -1.9064, -0.8100], [1.0557, -2.7657, 0.1901], [0.2344, -3.7038, 0.8089], [0.7211, -4.5622, 1.7788], [2.0489, -4.4910, 2.1506], [2.8760, -3.5328, 1.5836], [2.3933, -2.6681, 0.6134], [3.1398, -1.6994, -0.0027], [4.5311, -1.6972, 0.2171], [2.2551, -7.5316, -3.8778], [1.5745, -8.1009, -2.3186], [3.0860, -7.1627, -2.3450], [-0.1025, -7.9231, -3.9052], [-2.4417, -7.5748, -4.5237], [-3.5523, -5.4221, -4.0252], [-2.3123, -3.6261, -2.9032], [1.0946, -4.1890, -1.6628], [-0.7781, -2.3662, -3.6650], [-0.9736, 2.7445, -2.1043], [-2.4515, 2.9633, -4.0213], [-2.9965, 1.0072, -5.4007], [-2.6814, -2.3940, -6.5914], [-2.1694, -0.7032, -6.8150], [-3.7451, -1.0794, -6.0483], [-0.7991, -3.7467, 0.5013], [0.0605, -5.2810, 2.2388], [2.4446, -5.1747, 2.8869], [3.9020, -3.4808, 1.9112], [4.9476, -0.9228, -0.4256], [4.9787, -2.6565, -0.0585], [4.7736, -1.4671, 1.2591], [8.3606, 1.6617, -3.0131], [7.0464, 1.9175, -2.9202], [6.5847, 3.2313, -2.8288], [7.4612, 4.2466, -2.8396], [5.2321, 3.4769, -2.6935], [4.8028, 4.7398, -2.5891], [4.2790, 2.4477, -2.6234], [2.4911, 2.8694, -2.3265], [4.7774, 1.1486, -2.7724], [3.9191, 0.0971, -2.7597], [6.1272, 0.8747, -2.8997], [6.5459, -0.4034, -2.9739], [0.4655, 7.6504, 3.9500], [0.6552, 6.1425, 3.8548], [-0.5676, 5.3503, 4.2992], [-0.3424, 3.8432, 4.2233], [0.3244, 3.1100, 2.4669], [-0.7071, 3.7224, 0.8564], [-2.1427, 3.2981, 0.6193], [-3.0827, 3.6931, 1.7519], [-4.5478, 3.5804, 1.3440], [1.3435, 8.1589, 3.5598], [0.3197, 7.9648, 4.9806], [-0.3955, 7.9738, 3.3688], [1.5105, 5.8402, 4.4646], [0.8709, 5.8843, 2.8161], [-1.4225, 5.6214, 3.6779], [-0.8245, 5.6283, 5.3257], [-1.2734, 3.3393, 4.4896], [0.3960, 3.5376, 4.9685], [1.6746, 3.7692, 2.1535], [-0.1034, 3.4606, -0.0173], [-0.6628, 4.8111, 0.9478], [-2.1780, 2.2211, 0.4832], [-2.4921, 3.7636, -0.3065], [-2.8758, 4.7233, 2.0537], [-2.8957, 3.0481, 2.6158], [-4.7684, 4.2538, 0.5165], [-5.1944, 3.8329, 2.1820], [-4.7867, 2.5677, 1.0271]], "orbital_gap_ev": 6.53, "homo_ev": -6.70}